This record from the Open Molecules 2025 dataset describes a 5-piece molecular cluster, C25H51N2O13S4 overall in a non-equilibrium geometry. The level of theory is wB97M-V/def2-TZVPD.

## Properties
Calculated total energy ... -99687.7810 eV
ΔE to the lowest compared entry with this formula, charge and spin ... 0.000 eV
HOMO-LUMO gap ... 5.514 eV
Strongest force on any atom ... 3.43 eV/Å
E_HOMO ... -3.7330 eV
Total charge ... -1

```
95
Properties=species:S:1:pos:R:3:mulliken_charge:R:1
C 2.19 -3.09 -0.51 -1.24
C 0.67 -3.28 -0.27 0.63
O 0.42 -4.70 -0.06 -0.61
C -0.13 -2.88 -1.52 -0.96
O -0.25 -1.49 -1.71 -0.24
N -0.81 -0.87 -0.54 0.57
C -0.31 0.50 -0.61 -1.19
C 1.23 0.54 -0.49 1.27
C 1.72 1.83 0.20 -1.62
O 1.88 0.46 -1.77 -0.63
C -2.28 -0.95 -0.71 0.38
C -3.09 -0.01 0.18 -1.15
N -3.14 -0.49 1.58 -0.55
C -2.75 -0.79 -2.19 0.26
O -3.30 -1.81 -2.70 -0.82
O -2.62 0.32 -2.76 -0.75
H 2.68 -4.08 -0.55 0.46
H 2.37 -2.61 -1.48 0.25
H 2.62 -2.50 0.30 0.19
H 0.33 -2.79 0.64 0.30
H 0.59 -5.12 -0.90 0.34
H -1.13 -3.35 -1.55 0.25
H 0.41 -3.27 -2.39 0.53
H -0.62 1.02 -1.53 0.38
H -0.67 1.09 0.24 0.44
H 1.60 -0.31 0.10 -0.14
H 0.95 2.62 0.26 0.26
H 2.55 2.25 -0.36 0.37
H 2.09 1.67 1.22 0.18
H 1.23 0.62 -2.47 0.43
H -2.56 -1.97 -0.41 0.15
H -4.12 -0.07 -0.19 0.42
H -2.80 1.04 0.12 0.37
H -2.50 0.00 2.18 0.28
H -3.01 -1.49 1.61 0.20
C 2.49 5.21 5.34 -0.67
C 0.97 5.19 5.15 -0.66
C 0.68 4.46 3.84 -0.82
S 2.05 3.31 3.59 1.41
O 2.79 3.72 2.42 -0.63
O 1.57 1.97 3.76 -0.71
C 2.97 3.79 5.04 -0.30
H 2.77 5.52 6.35 0.40
H 2.94 5.91 4.64 0.28
H 0.51 4.65 5.98 0.29
H 0.55 6.20 5.14 0.33
H -0.25 3.90 3.88 0.40
H 0.67 5.15 2.99 0.38
H 4.03 3.73 4.84 0.08
H 2.70 3.11 5.85 0.35
C 7.94 1.92 2.06 -0.61
C 8.43 0.80 3.00 -0.59
C 7.64 0.92 4.31 -0.76
S 6.07 1.68 3.88 1.31
O 6.00 2.98 4.49 -0.77
O 5.01 0.71 4.02 -0.72
C 6.42 1.89 2.14 -0.66
H 8.29 1.77 1.04 0.36
H 8.32 2.88 2.42 0.31
H 8.22 -0.17 2.54 0.30
H 9.50 0.86 3.18 0.32
H 7.46 -0.04 4.77 0.33
H 8.14 1.58 5.02 0.36
H 5.95 2.81 1.78 0.34
H 6.01 1.03 1.61 0.39
C -3.51 1.84 -8.29 -0.56
C -2.88 0.45 -8.17 -0.63
C -2.03 0.43 -6.90 -0.65
S -2.78 1.61 -5.76 1.12
O -1.86 2.71 -5.56 -0.72
O -3.36 0.91 -4.67 -0.47
C -4.06 2.16 -6.90 -0.77
H -4.29 1.87 -9.05 0.34
H -2.75 2.57 -8.56 0.28
H -3.66 -0.31 -8.10 0.31
H -2.27 0.21 -9.05 0.32
H -2.01 -0.55 -6.42 0.32
H -1.01 0.76 -7.09 0.39
H -4.26 3.22 -6.75 0.39
H -4.96 1.57 -6.69 0.34
C -5.81 -4.35 -0.31 -0.21
C -5.16 -5.73 -0.15 -0.70
C -4.34 -5.70 1.14 -0.57
S -5.15 -4.51 2.22 1.07
O -4.25 -3.40 2.42 -0.58
O -5.77 -5.20 3.33 -0.72
C -6.41 -4.01 1.05 -0.77
H -6.58 -4.35 -1.09 0.34
H -5.05 -3.61 -0.59 0.03
H -5.94 -6.49 -0.08 0.31
H -4.54 -5.98 -1.01 0.36
H -4.33 -6.67 1.64 0.36
H -3.33 -5.36 0.96 0.28
H -6.62 -2.95 1.18 0.43
H -7.30 -4.60 1.26 0.35
```

=====

This record from the Open Molecules 2025 dataset describes a 4-piece molecular cluster, C25H51N2O16 overall in a non-equilibrium geometry. The level of theory is wB97M-V/def2-TZVPD.

## Properties
Calculated total energy ... -62484.4928 eV
ΔE to the lowest compared entry with this formula, charge and spin ... 1.204 eV
HOMO-LUMO gap ... 6.475 eV
Strongest force on any atom ... 2.83 eV/Å
E_HOMO ... -4.4500 eV
Total charge ... -1

```
94
Properties=species:S:1:pos:R:3:mulliken_charge:R:1
C -3.12 -3.99 -1.68 -0.74
O -4.07 -2.92 -1.79 -0.41
C -4.32 -2.76 -3.19 -1.01
C -5.65 -2.00 -3.50 2.08
C -5.26 -1.24 -4.83 0.08
O -4.68 -0.15 -4.77 -0.69
O -5.49 -1.77 -5.95 -0.76
C -6.20 -0.99 -2.44 -0.29
O -6.17 0.18 -2.37 -0.51
O -6.88 -1.69 -1.43 -0.33
C -7.41 -2.86 -2.07 -0.26
N -8.85 -3.08 -1.89 -0.71
C -6.94 -2.91 -3.58 -0.36
O -6.75 -4.31 -3.79 -0.18
N -6.62 -4.62 -5.14 0.11
O -5.79 -5.45 -5.24 -0.32
H -2.32 -3.91 -2.45 0.32
H -3.69 -4.93 -1.90 0.30
H -2.65 -4.03 -0.67 0.24
H -4.37 -3.77 -3.67 0.36
H -3.49 -2.17 -3.64 0.45
H -6.80 -3.68 -1.63 0.43
H -9.32 -2.87 -2.78 0.32
H -8.95 -4.09 -1.79 0.33
H -7.66 -2.36 -4.22 0.54
C 1.04 -8.10 -2.67 -0.82
O 1.55 -7.06 -1.86 -0.20
C 2.92 -7.21 -1.55 -0.59
C 3.61 -5.86 -1.43 -0.26
O 3.83 -5.21 -2.68 -0.49
C 2.68 -4.70 -3.36 -0.38
C 2.04 -3.50 -2.69 -0.52
O 1.33 -3.88 -1.53 -0.28
C 1.35 -2.90 -0.51 -1.00
H 0.95 -9.02 -2.09 0.32
H 0.05 -7.80 -3.01 0.24
H 1.67 -8.26 -3.55 0.36
H 3.43 -7.81 -2.32 0.36
H 2.99 -7.74 -0.59 0.38
H 4.61 -6.04 -1.02 0.41
H 3.09 -5.21 -0.73 0.06
H 1.96 -5.49 -3.55 0.12
H 3.05 -4.37 -4.34 0.43
H 1.33 -3.04 -3.38 0.42
H 2.82 -2.76 -2.44 0.29
H 2.38 -2.58 -0.30 0.44
H 0.94 -3.34 0.40 0.35
H 0.74 -2.04 -0.80 0.36
C 3.84 2.09 4.29 -0.75
O 4.26 2.02 2.95 -0.14
C 5.00 0.84 2.65 -0.63
C 4.74 0.39 1.22 -0.35
O 3.46 -0.20 1.01 -0.41
C 2.33 0.67 1.08 -0.39
C 2.24 1.65 -0.08 -0.61
O 3.20 2.68 0.04 -0.18
C 3.69 3.14 -1.21 -0.88
H 4.69 2.29 4.95 0.31
H 3.13 2.91 4.37 0.14
H 3.33 1.17 4.60 0.38
H 4.73 0.03 3.34 0.38
H 6.06 1.07 2.77 0.37
H 5.46 -0.40 0.99 0.42
H 4.92 1.19 0.51 0.11
H 2.29 1.18 2.04 0.08
H 1.46 0.02 1.04 0.46
H 1.25 2.12 -0.08 0.37
H 2.37 1.10 -1.02 0.40
H 4.03 2.30 -1.82 0.38
H 4.54 3.79 -1.02 0.22
H 2.91 3.70 -1.74 0.32
C -1.27 6.76 6.49 -0.80
O -0.79 6.42 5.21 -0.24
C -1.61 6.90 4.16 -0.57
C -0.78 7.25 2.93 -0.23
O -0.02 8.45 3.06 -0.47
C 1.09 8.43 3.95 -0.35
C 2.26 7.58 3.47 -0.56
O 1.97 6.20 3.60 -0.23
C 2.57 5.41 2.59 -0.86
H -2.16 6.18 6.73 0.32
H -0.49 6.53 7.22 0.23
H -1.49 7.83 6.56 0.35
H -2.17 7.79 4.48 0.35
H -2.32 6.10 3.90 0.39
H -1.48 7.44 2.11 0.41
H -0.15 6.42 2.63 0.03
H 0.78 8.15 4.96 0.11
H 1.43 9.46 4.01 0.42
H 3.14 7.80 4.09 0.40
H 2.48 7.84 2.43 0.32
H 2.33 5.81 1.59 0.45
H 2.16 4.41 2.66 0.06
H 3.66 5.37 2.73 0.44
```